Here is a 11-piece molecular cluster, C41H90F6N2O21S12 overall in a non-equilibrium geometry from the Open Molecules 2025 dataset. Energies are from the ωB97M-V functional and the def2-TZVPD basis.

```
172
Properties=species:S:1:pos:R:3
C 4.83585 -3.40224 -0.04085
C 4.00207 -2.48764 -0.93879
C 2.50846 -2.75849 -0.92486
O 1.76075 -2.27720 0.18581
C 1.71194 -0.91017 0.45273
C 1.93802 0.04637 -0.73546
C 2.55272 1.40792 -0.37826
C 1.72067 2.33757 0.47236
F 0.82792 3.03347 -0.33864
C 2.70332 -0.60163 1.57955
C 2.84238 -1.71888 2.60940
S 3.74705 -1.03487 4.01990
C 2.56553 -0.33468 5.08392
N 2.16536 0.90799 5.02480
N 1.26546 1.08154 6.07332
C 1.19846 -0.07363 6.67619
O 1.98755 -1.01756 6.10670
O 0.42109 -0.59524 1.01936
C -0.59862 -1.49771 0.77544
O -0.86284 -1.72801 -0.57924
C -1.92266 -1.00378 1.49321
C -1.59026 -0.37298 2.84547
C -0.72292 -1.19165 3.79459
O -0.93924 -2.59906 3.67426
C -0.07674 -3.34444 4.37273
O 0.36316 -4.35041 3.94632
O -2.71133 -2.12789 1.47272
C -4.10649 -2.09048 1.71544
C -4.64281 -3.33322 0.98756
C -4.14907 -4.66979 1.44112
O -4.88236 -5.59922 1.55112
O -2.80955 -4.80054 1.63487
C -4.49335 -1.97796 3.20216
F -3.54230 -2.47199 4.02314
F -4.66458 -0.64911 3.47809
C -5.84141 -2.65984 3.54952
F -5.63984 -3.91783 3.97784
F -6.39232 -1.97599 4.60196
S -2.55742 0.31516 0.40075
O -3.38095 -0.25428 -0.60868
O -1.51188 1.17473 -0.03111
F -3.49490 1.17939 1.30871
H 5.10502 -2.93139 0.90008
H 5.76363 -3.62735 -0.55153
H 4.34036 -4.35444 0.11918
H 4.25772 -1.44641 -0.77283
H 4.32119 -2.70176 -1.95564
H 2.36675 -3.83396 -0.92374
H 2.05701 -2.40325 -1.85162
H 0.97230 0.27832 -1.18206
H 2.54736 -0.36264 -1.53087
H 3.56704 1.29975 -0.00883
H 2.65227 1.92224 -1.33213
H 1.19586 1.86822 1.29696
H 2.38484 3.09078 0.89847
H 3.69413 -0.38692 1.19069
H 2.38177 0.28271 2.12076
H 3.47457 -2.51264 2.23595
H 1.89898 -2.18251 2.86945
H 0.62007 -0.34339 7.53762
H -0.43668 -2.47907 1.21336
H -0.58876 -0.96650 -1.10342
H -2.48975 -0.08134 3.37298
H -1.05023 0.55321 2.67179
H -0.97350 -0.87868 4.80866
H 0.31806 -0.92674 3.64199
H 0.15335 -3.02891 5.39484
H -4.62992 -1.27480 1.22239
H -4.22814 -3.16693 -0.01023
H -5.71771 -3.32567 0.88472
H -2.66968 -5.01637 2.56504
H -6.54631 -2.58358 2.73092
C -3.86247 -0.86568 -3.66825
S -2.86726 -1.88412 -4.75171
O -1.45395 -1.43429 -4.60612
C -3.48073 -1.18723 -6.29156
H -3.58860 -1.11452 -2.64690
H -3.65995 0.18838 -3.86140
H -4.91798 -1.08512 -3.82974
H -3.29388 -0.11353 -6.30426
H -4.54798 -1.39037 -6.37726
H -2.94917 -1.66496 -7.11211
C 1.96172 6.77736 -0.10072
S 3.64565 6.76428 0.51491
O 3.92707 5.37626 0.97127
C 3.32749 7.75070 1.98303
H 1.93353 6.17154 -1.00366
H 1.29552 6.35586 0.65258
H 1.67576 7.80062 -0.34229
H 2.57036 7.26074 2.59549
H 2.99443 8.74399 1.68299
H 4.25844 7.82933 2.54022
C 7.91856 1.90492 2.21609
S 6.29153 1.32758 1.73288
O 6.30518 1.16514 0.24840
C 5.43074 2.86164 2.08738
H 8.62752 1.09851 2.03780
H 8.19342 2.77481 1.61742
H 7.90534 2.15099 3.27524
H 5.86627 3.67227 1.50378
H 5.50287 3.07062 3.15476
H 4.38582 2.73781 1.81135
C -4.37708 2.98060 -1.48369
S -6.03799 2.52609 -1.97475
O -6.04318 2.42667 -3.46451
C -6.81382 4.09304 -1.57292
H -3.72484 2.13791 -1.70162
H -4.05211 3.85676 -2.04503
H -4.35918 3.18490 -0.41364
H -6.32922 4.89149 -2.13446
H -6.72699 4.26953 -0.50053
H -7.86351 4.03462 -1.85822
C 8.73155 -0.20912 7.32979
S 8.54246 1.15771 6.18074
O 7.46849 0.78039 5.22641
C 10.10935 0.90568 5.33586
H 7.82983 -0.26060 7.93564
H 8.85645 -1.13786 6.77333
H 9.59405 -0.02565 7.97034
H 10.14021 -0.10092 4.91867
H 10.92770 1.05456 6.04002
H 10.17940 1.63893 4.53521
C -8.42962 2.68568 -5.23391
S -9.54728 4.08009 -5.16461
O -9.57521 4.53580 -3.74604
C -11.05974 3.14729 -5.43674
H -7.42655 3.04717 -5.03850
H -8.70599 1.96289 -4.46735
H -8.47305 2.22991 -6.22456
H -11.16072 2.38663 -4.66248
H -11.02599 2.68721 -6.42411
H -11.89664 3.84035 -5.38430
C 3.89863 4.04843 -3.10546
S 4.70194 5.65332 -3.14362
O 3.64102 6.66485 -3.39742
C 5.57205 5.39707 -4.69493
H 3.26396 4.01698 -2.22151
H 3.29231 3.92220 -4.00271
H 4.65579 3.26704 -3.03775
H 4.85317 5.18125 -5.48540
H 6.27581 4.57280 -4.58054
H 6.11316 6.31145 -4.92775
C -10.02548 -1.22627 2.29765
S -9.07363 -1.93624 0.95322
O -7.64292 -1.62694 1.23763
C -9.60152 -0.77232 -0.30466
H -9.79639 -1.78778 3.20090
H -9.74454 -0.18180 2.43092
H -11.08777 -1.31361 2.07086
H -9.34897 0.24097 0.00727
H -10.67591 -0.87227 -0.45715
H -9.07580 -1.01655 -1.22500
C 8.07018 -3.28801 -4.44711
S 6.60738 -4.29869 -4.19765
O 6.14456 -4.04629 -2.80754
C 7.46492 -5.87678 -4.18199
H 7.75814 -2.24614 -4.44223
H 8.77743 -3.46489 -3.63707
H 8.51856 -3.53268 -5.40997
H 8.21482 -5.87579 -3.39116
H 7.93054 -6.04484 -5.15297
H 6.72787 -6.65327 -3.99041
C -2.26010 -5.72824 -2.42029
S -1.84938 -4.05730 -1.90556
O -3.13809 -3.33210 -1.74015
C -1.16936 -3.51798 -3.47527
H -2.74598 -6.22347 -1.58157
H -2.93777 -5.69261 -3.27376
H -1.34441 -6.26002 -2.67841
H -1.92163 -3.62794 -4.25684
H -0.28391 -4.11104 -3.70600
H -0.89555 -2.46882 -3.37400
```

Summary:
HOMO energy: -8.03 eV
energy: -8682.81387 hartree
lowest unoccupied orbital energy: 0.45 eV
orbital gap: 0.3115 Eh